Formula: C2H8OS2
Source: the Open Molecules 2025 dataset
Level of theory: wB97M-V/def2-TZVPD

**LUMO**: -4.08 eV
**Relative energy (zero: lowest compared OMol25 entry of this formula, charge and spin)**: 5.274 eV
**Molar mass**: 112.219 g mol⁻¹
**DFT total energy**: -25916.6612 eV
**Gap between HOMO and LUMO**: 4.8 eV
**HOMO level**: -8.881 eV

Bonds (Å) are listed after each position.
Element x y z (Å)
1 C -0.5292 -1.3690 -1.0939  S2 1.841, H5 1.139, H6 1.156, H7 1.193
2 S 0.1400 0.2833 -1.5553  C1 1.841
3 S -0.2393 -0.3143 1.7460  C4 1.863
4 C -1.0954 1.2538 1.2177  S3 1.863, H8 1.118, H9 1.168, H10 1.166
5 H -1.4965 -1.3673 -0.4927  C1 1.139
6 H -0.7232 -1.8048 -2.1469  C1 1.156
7 H 0.3209 -1.9784 -0.5209  C1 1.193
8 H -1.7365 1.6053 2.0631  C4 1.118
9 H -0.2959 1.9496 0.7263  C4 1.168
10 H -1.9192 0.8559 0.4946  C4 1.166
11 H 2.0348 -0.0821 0.2851  O13 0.965
12 H 2.6892 0.5685 -0.8225  O13 0.951
13 O 2.8503 0.3995 0.0994  H11 0.965, H12 0.951